w:
C7H12N2 | ωB97M-V with the def2-TZVPD basis set

As for the orbital gap (spin up / spin down): 8.684 / 8.684 eV. The charge is +2. For the LUMO energy (spin up / spin down), the calculation gives -10.142 / -10.142 eV. The SMILES is C=C[N+]1=C[N+](C)(C)C=C1.

Last column: natural (NBO) charge in e.
Geometry (Å):
C -2.80 1.32 1.69  -0.19
C -1.71 0.56 1.75  -0.11
N -0.84 0.34 0.68  -0.21
C 0.23 -0.40 0.71  0.36
N 0.90 -0.42 -0.56  -0.26
C 2.28 0.14 -0.45  -0.42
C 0.96 -1.80 -1.12  -0.42
C 0.04 0.44 -1.36  0.03
C -0.97 0.87 -0.62  -0.01
H -3.41 1.43 2.58  0.27
H -3.15 1.85 0.82  0.23
H -1.42 0.05 2.66  0.26
H 0.60 -0.95 1.57  0.29
H 2.89 -0.49 0.20  0.26
H 2.74 0.17 -1.44  0.27
H 2.25 1.16 -0.05  0.26
H 1.56 -2.44 -0.47  0.26
H -0.04 -2.23 -1.21  0.26
H 1.41 -1.78 -2.11  0.27
H 0.27 0.64 -2.40  0.30
H -1.79 1.52 -0.90  0.30

---

x:
C7H12N2 | ωB97M-V with the def2-TZVPD basis set

As for the orbital gap (spin up / spin down): 6.067 / 6.069 eV. The charge is +2. For the LUMO energy (spin up / spin down), the calculation gives -11.565 / -11.564 eV.

Last column: natural (NBO) charge in e.
Geometry (Å):
C -2.92 -0.94 -0.45  0.19
C 0.86 1.86 0.51  0.41
C 0.49 -0.55 0.39  0.86
C -3.26 0.51 0.07  -0.22
C 0.95 2.85 -0.50  -0.78
C 2.37 -2.17 0.05  -0.57
C 0.87 -1.86 0.36  -0.62
N 0.77 0.59 0.36  -0.38
N -1.93 -0.23 -0.15  -0.39
H -3.24 -1.84 -0.96  0.27
H 0.73 2.20 1.52  0.26
H -3.45 1.22 -0.65  0.22
H -3.76 0.41 1.00  0.24
H 1.88 3.50 -0.51  0.38
H 0.62 2.46 -1.58  0.30
H 0.17 3.74 -0.26  0.36
H 2.47 -2.05 -1.02  0.25
H 3.15 -1.74 0.72  0.27
H 2.41 -3.30 0.30  0.28
H 0.31 -2.33 -0.55  0.34
H 0.52 -2.34 1.34  0.34

---

Which structure is the least stable? The one labeled x.

---

w:
C4H4IN | ωB97M-V with the def2-TZVPD basis set

As for the orbital gap: 8.820 eV. The charge is 0. For the LUMO energy, the calculation gives 0.652 eV.

Last column: natural (NBO) charge in e.
Geometry (Å):
C 0.74 1.45 -0.16  -0.21
C -0.31 0.63 -0.02  -0.08
C 1.16 -1.04 -0.04  -0.13
C 2.05 -0.12 -0.22  -0.32
N -0.12 -0.69 0.12  -0.55
I 4.02 0.16 0.02  0.24
H 0.94 2.46 -0.19  0.21
H -1.23 1.05 0.15  0.21
H 1.41 -2.12 -0.03  0.21
H -0.73 -1.49 -0.04  0.41

---

x:
C4H4IN | ωB97M-V with the def2-TZVPD basis set

As for the orbital gap (spin up / spin down): 7.302 / 7.302 eV. The charge is 0. For the LUMO energy (spin up / spin down), the calculation gives -0.893 / -0.894 eV.

Last column: natural (NBO) charge in e.
Geometry (Å):
C -0.21 1.33 0.03  0.17
C -1.20 1.18 0.81  -0.11
C 0.96 0.56 -0.31  -0.55
C 0.40 -0.78 -0.05  -0.24
N -1.13 -0.23 0.76  -0.54
I -2.82 -1.17 0.09  0.31
H 1.29 0.72 -1.45  0.23
H 1.83 0.93 0.34  0.25
H 0.10 -1.07 -1.05  0.23
H 0.78 -1.46 0.82  0.26

---

Which structure is the least stable? The one labeled x.

---

w:
C4H11NO | ωB97M-V with the def2-TZVPD basis set

As for the orbital gap (spin up / spin down): 8.798 / 5.596 eV. The charge is +1. Its expectation value of S² is 0.757. For the LUMO energy (spin up / spin down), the calculation gives -4.792 / -7.993 eV. The spin multiplicity is 2.

Last column: Mulliken spin population.
Geometry (Å):
C 1.69 -2.66 0.79  0.05
C 0.45 -1.79 0.93  0.03
C 0.22 -0.64 0.04  0.27
C -0.28 -0.80 -1.20  0.35
N -0.41 -0.04 -2.36  0.21
H 2.42 -2.61 1.63  0.00
H 2.39 -2.19 -0.13  0.00
H 1.69 -3.73 0.64  0.00
H -0.45 -2.44 0.73  0.04
H 0.20 -1.50 1.99  0.01
H 0.45 0.29 0.54  0.02
H -1.10 -1.52 -1.25  0.01
H -1.01 -0.47 -3.10  -0.01
H -0.87 0.90 -2.15  0.02
H -2.19 7.04 0.84  0.00
H -1.64 5.83 1.43  0.00
O -1.56 6.34 0.62  0.00

---

x:
C4H11NO | ωB97M-V with the def2-TZVPD basis set

As for the orbital gap (spin up / spin down): 10.495 / 5.779 eV. The charge is +1. Its expectation value of S² is 0.755. For the LUMO energy (spin up / spin down), the calculation gives -4.497 / -9.213 eV. The spin multiplicity is 2.

Last column: Mulliken spin population.
Geometry (Å):
C -1.27 -1.22 0.11  0.00
C -2.07 -2.32 -0.62  0.00
H -1.29 -1.35 1.20  0.00
H -0.22 -1.21 -0.19  0.00
H -1.65 -0.22 -0.09  0.00
H -2.87 -2.70 0.02  0.00
H -1.40 -3.12 -0.92  0.00
H -2.51 -1.92 -1.53  0.00
C 2.05 1.23 1.13  0.06
C 1.03 1.92 0.27  -0.01
O 0.12 2.58 0.83  0.91
N 1.09 1.83 -1.03  0.03
H 3.05 1.42 0.72  0.01
H 1.92 0.15 1.08  0.00
H 0.38 2.23 -1.64  0.00
H 1.65 1.12 -1.49  0.00
H 1.99 1.57 2.15  0.00

---

y:
C4H11NO | ωB97M-V with the def2-TZVPD basis set

As for the orbital gap (spin up / spin down): 11.578 / 6.978 eV. The charge is +1. Its expectation value of S² is 0.755. For the LUMO energy (spin up / spin down), the calculation gives -2.990 / -7.576 eV. The spin multiplicity is 2.

Last column: Mulliken spin population.
Geometry (Å):
C -0.32 1.04 -1.84  -0.01
N 0.19 0.05 -0.83  0.73
C -0.26 -1.31 -0.92  0.00
C 0.37 0.66 0.42  0.05
C 0.51 -0.35 1.66  -0.01
O 0.33 0.53 2.83  0.00
H -0.42 0.47 -2.75  0.00
H -1.33 1.49 -1.73  0.03
H 0.52 1.86 -1.89  0.02
H -1.23 -1.55 -0.40  0.06
H 0.46 -2.15 -0.66  0.02
H -0.53 -1.59 -1.98  0.00
H -0.54 1.26 0.58  0.07
H 1.16 1.43 0.39  0.03
H 1.45 -0.78 1.85  0.00
H -0.37 -1.07 1.64  0.00
H 0.02 0.00 3.64  0.00

---

Which structure is the least stable? The one labeled w.

---

w:
Ca2I | ωB97M-V with the def2-TZVPD basis set

As for the orbital gap: 8.687 eV. The charge is +3. For the LUMO energy, the calculation gives -13.588 eV.

Last column: natural (NBO) charge in e.
Geometry (Å):
Ca -1.28 -0.54 -1.82  1.89
Ca 0.12 0.42 2.26  1.89
I 1.16 0.12 -0.44  -0.78

---

x:
Ca2I | ωB97M-V with the def2-TZVPD basis set

As for the orbital gap: 8.734 eV. The charge is +3. For the LUMO energy, the calculation gives -12.970 eV.

Last column: natural (NBO) charge in e.
Geometry (Å):
Ca -2.77 -14.49 21.89  1.91
Ca -3.34 -13.09 17.10  1.91
I -4.35 -14.75 19.35  -0.82

---

Which structure is the least stable? The one labeled w.

---

w:
C4H11N3 | ωB97M-V with the def2-TZVPD basis set

As for the orbital gap: 9.436 eV. The charge is 0. For the LUMO energy, the calculation gives 1.140 eV. The SMILES is CN1NCC[C@H]1N.

Last column: natural (NBO) charge in e.
Geometry (Å):
C -0.35 -0.60 1.97  -0.42
N -0.48 -0.03 0.65  -0.31
N -1.23 -0.88 -0.22  -0.45
C -0.97 -0.29 -1.52  -0.23
C 0.53 0.08 -1.50  -0.44
C 0.79 0.33 -0.01  0.09
N 1.15 1.71 0.23  -0.83
H 0.20 -1.55 1.97  0.16
H 0.17 0.11 2.61  0.20
H -1.35 -0.77 2.37  0.22
H -0.83 -1.83 -0.19  0.31
H -1.23 -0.99 -2.32  0.20
H -1.58 0.61 -1.61  0.19
H 1.13 -0.76 -1.86  0.21
H 0.76 0.96 -2.09  0.22
H 1.63 -0.29 0.36  0.16
H 0.37 2.31 -0.04  0.36
H 1.32 1.87 1.21  0.36

---

x:
C4H11N3 | ωB97M-V with the def2-TZVPD basis set

As for the orbital gap: 9.883 eV. The charge is 0. For the LUMO energy, the calculation gives 0.765 eV.

Last column: natural (NBO) charge in e.
Geometry (Å):
C 1.34 -1.08 -1.04  -0.47
C -0.74 1.82 -1.06  -0.46
C 0.49 -0.11 2.35  -0.71
N 0.62 0.09 -0.58  -0.19
N -0.24 0.51 -1.41  -0.13
C -0.56 -0.50 1.44  0.32
N -1.61 -0.88 1.09  -0.37
H -1.67 -0.98 -1.49  -0.04
H -1.88 -1.16 -0.69  0.04
H 2.32 -1.10 -0.57  0.20
H 0.79 -1.98 -0.73  0.22
H 1.45 -1.10 -2.13  0.21
H -0.56 2.11 -0.01  0.19
H -1.81 1.83 -1.23  0.22
H -0.24 2.57 -1.68  0.22
H 0.60 0.97 2.34  0.25
H 0.27 -0.44 3.36  0.25
H 1.44 -0.55 2.03  0.25

---

y:
C4H11N3 | ωB97M-V with the def2-TZVPD basis set

As for the orbital gap: 9.423 eV. The charge is 0. For the LUMO energy, the calculation gives 0.924 eV. The SMILES is N/C=N\CCCN.

Last column: natural (NBO) charge in e.
Geometry (Å):
N -2.82 -0.38 0.47  -0.83
C -1.70 -1.08 0.08  0.33
N -0.52 -0.63 -0.02  -0.56
C 0.03 0.33 0.96  -0.23
C 1.02 1.31 0.33  -0.41
C 1.64 0.82 -0.98  -0.21
N 2.23 -0.51 -0.81  -0.86
H -2.56 0.52 0.85  0.37
H -3.67 -0.68 0.91  0.40
H -1.89 -2.15 -0.03  0.16
H -0.81 0.92 1.35  0.15
H 0.33 -0.29 1.81  0.21
H 1.83 1.65 0.96  0.21
H 0.44 2.20 0.07  0.19
H 2.45 1.52 -1.21  0.18
H 0.97 0.86 -1.84  0.17
H 2.90 -0.69 -1.54  0.35
H 1.51 -1.22 -0.79  0.38

---

Which structure is the least stable? The one labeled x.

---

w:
C2H6OS2 | ωB97M-V with the def2-TZVPD basis set

As for the orbital gap: 9.143 eV. The charge is 0. For the LUMO energy, the calculation gives 0.201 eV. The SMILES is CC=O.SS.

Last column: natural (NBO) charge in e.
Geometry (Å):
C 3.52 0.86 1.24  -0.72
C 2.07 0.46 1.12  0.44
O 1.64 -0.63 1.40  -0.52
H 3.51 1.79 1.82  0.23
H 3.95 1.09 0.27  0.24
H 4.05 0.05 1.74  0.23
H 1.37 1.24 0.76  0.10
S -5.47 -0.75 -1.24  -0.14
S -5.09 -1.62 -3.13  -0.13
H -4.70 0.33 -1.43  0.13
H -4.86 -2.82 -2.56  0.14

---

x:
C2H6OS2 | ωB97M-V with the def2-TZVPD basis set

As for the orbital gap (spin up / spin down): 7.394 / 7.393 eV. The charge is 0. For the LUMO energy (spin up / spin down), the calculation gives -0.777 / -0.778 eV.

Last column: natural (NBO) charge in e.
Geometry (Å):
C 1.19 0.77 0.01  -0.69
C 1.43 -0.73 0.06  -0.21
O -1.88 -0.82 0.15  -0.85
S -2.31 0.82 0.35  0.28
S -0.96 -1.55 -0.92  0.25
H 1.64 1.27 -0.80  0.23
H 0.01 0.89 -0.05  0.25
H 1.37 1.16 1.02  0.23
H 1.00 -1.17 0.93  0.20
H 2.06 -1.36 -0.51  0.20
H -3.55 0.71 -0.24  0.11

---

y:
C2H6OS2 | ωB97M-V with the def2-TZVPD basis set

As for the orbital gap: 10.128 eV. The charge is 0. For the LUMO energy, the calculation gives 0.484 eV. The SMILES is CC[S@H](=O)=S.

Last column: natural (NBO) charge in e.
Geometry (Å):
C -1.37 -0.08 -0.09  -0.64
C 0.01 0.46 0.43  -0.67
S 1.41 -0.35 -0.24  1.44
O 1.37 -1.72 0.28  -0.93
S 2.94 0.74 -0.04  -0.42
H -1.83 0.43 -0.96  0.22
H -1.39 -1.11 -0.35  0.23
H -2.09 -0.08 0.82  0.23
H 0.01 0.41 1.53  0.26
H 0.11 1.57 0.09  0.25
H 0.85 -0.28 -1.47  0.01

---

Which structure is the least stable? The one labeled x.